1.
The following is a quantum chemistry calculation of one molecule with the formula C7H14, from the OMol25 dataset.

Output
E_LUMO   1.1 eV
M   98.189 g mol⁻¹
2S+1   1
SMILES string   CC[C@@]1(C)C[C@H]1C
Orbital gap   10.77 eV
HOMO level   -9.6 eV
Energy relative to the best compared isomer or geometry (same formula, charge and spin)   0.736 eV

```
21
C7H14 ωB97M-V with the def2-TZVPD basis set
C -1.77 1.26 0.19
C -1.00 0.38 -0.81
C -0.08 -0.63 -0.15
C -0.82 -1.68 0.68
C 1.17 -1.06 -0.88
C 1.28 -0.22 0.38
C 1.83 1.18 0.25
H -2.35 2.03 -0.33
H -2.47 0.67 0.79
H -1.08 1.76 0.87
H -1.71 -0.17 -1.44
H -0.42 1.02 -1.49
H -1.58 -2.20 0.08
H -1.33 -1.21 1.53
H -0.14 -2.44 1.08
H 1.46 -2.11 -0.90
H 1.43 -0.50 -1.77
H 1.59 -0.73 1.28
H 1.35 1.90 0.92
H 1.72 1.56 -0.77
H 2.91 1.19 0.48
```

2.
The following is a quantum chemistry calculation of a 3-piece molecular cluster, C7H14 overall in a non-equilibrium geometry, from the OMol25 dataset.

Output
E_LUMO   1.0 eV
M   98.189 g mol⁻¹
2S+1   1
Orbital gap   10.42 eV
HOMO level   -9.4 eV
Energy relative to the best compared isomer or geometry (same formula, charge and spin)   4.212 eV

```
21
C7H14 ωB97M-V with the def2-TZVPD basis set
C 2.00 -0.81 0.73
C 0.99 -0.62 -0.39
C -0.03 0.44 -0.21
C 0.65 1.74 0.04
C -1.13 0.48 -1.24
C -1.50 0.21 0.17
C -2.02 -1.13 0.63
H 2.49 -1.79 0.67
H 2.76 -0.04 0.62
H 1.59 -0.70 1.75
H 1.76 0.22 -1.35
H 0.51 -1.57 -0.71
H 1.33 1.79 0.90
H -0.09 2.57 0.10
H 1.63 1.48 -1.06
H -1.35 1.45 -1.68
H -1.15 -0.36 -1.93
H -1.93 1.05 0.70
H -1.70 -1.34 1.66
H -1.68 -1.95 -0.01
H -3.12 -1.13 0.62
```

3.
The following is a quantum chemistry calculation of one molecule with the formula C7H14 in a non-equilibrium geometry, from the OMol25 dataset.

Output
E_LUMO   1.1 eV
M   98.189 g mol⁻¹
2S+1   1
SMILES string   CC(C)CC1CC1
Orbital gap   10.80 eV
HOMO level   -9.7 eV
Energy relative to the best compared isomer or geometry (same formula, charge and spin)   2.882 eV

```
21
C7H14 ωB97M-V with the def2-TZVPD basis set
C -0.93 -1.33 -1.12
C 0.32 -1.50 -0.27
C 1.62 -1.86 -0.99
C 0.76 0.10 0.62
C -0.27 1.19 0.45
C -0.91 2.22 1.34
C -0.23 2.65 0.06
H -1.36 -0.27 -0.90
H -0.75 -1.34 -2.20
H -1.79 -1.95 -0.85
H 0.13 -2.20 0.56
H 1.73 -2.88 -1.38
H 1.78 -1.18 -1.84
H 2.45 -1.70 -0.29
H 0.90 -0.22 1.66
H 1.72 0.34 0.14
H -1.10 0.74 -0.19
H -1.99 2.21 1.36
H -0.46 2.55 2.28
H 0.67 3.26 0.13
H -0.86 2.90 -0.79
```

4.
The following is a quantum chemistry calculation of one molecule with the formula C7H14, from the OMol25 dataset.

Output
E_LUMO   1.0 eV
M   98.189 g mol⁻¹
2S+1   1
SMILES string   C[C@@H]1[C@H](C)C1(C)C
Orbital gap   9.86 eV
HOMO level   -8.9 eV
Energy relative to the best compared isomer or geometry (same formula, charge and spin)   1.756 eV

```
21
C7H14 ωB97M-V with the def2-TZVPD basis set
C -1.86 0.39 0.82
C -0.64 -0.51 0.81
C 0.89 -0.51 0.74
C 1.92 0.47 1.26
C 0.09 -0.29 -0.49
C 0.15 1.14 -1.01
C -0.25 -1.32 -1.53
H -2.68 -0.10 1.36
H -2.20 0.44 -0.23
H -1.74 1.42 1.16
H -0.94 -1.54 1.01
H 1.25 -1.54 0.80
H 2.66 0.69 0.48
H 2.45 0.05 2.12
H 1.47 1.42 1.57
H -0.70 1.40 -1.65
H 1.06 1.24 -1.62
H 0.21 1.89 -0.22
H -0.37 -2.30 -1.06
H -1.23 -1.05 -1.96
H 0.48 -1.38 -2.34
```

5.
The following is a quantum chemistry calculation of one molecule with the formula C7H14 in a non-equilibrium geometry, from the OMol25 dataset.

Output
E_LUMO   1.1 eV
M   98.189 g mol⁻¹
2S+1   1
SMILES string   C=C(CC)CCC
Orbital gap   10.31 eV
HOMO level   -9.2 eV
Energy relative to the best compared isomer or geometry (same formula, charge and spin)   1.001 eV

```
21
C7H14 ωB97M-V with the def2-TZVPD basis set
C -0.36 -1.54 1.51
C 0.06 -0.47 0.85
C 0.72 0.68 1.55
C 1.97 1.24 0.87
C 0.15 -0.51 -0.67
C -0.89 0.44 -1.30
C -1.71 -0.09 -2.46
H -0.73 -2.44 1.03
H -0.42 -1.45 2.59
H -0.02 1.44 1.83
H 1.04 0.27 2.51
H 2.43 1.97 1.52
H 1.71 1.80 -0.03
H 2.66 0.43 0.65
H 1.16 -0.26 -0.97
H -0.10 -1.53 -0.96
H -1.58 0.74 -0.51
H -0.41 1.37 -1.64
H -1.22 -0.14 -3.43
H -2.11 -1.10 -2.33
H -2.56 0.57 -2.64
```

6.
The following is a quantum chemistry calculation of a 2-piece molecular cluster, C7H14Cl overall in a non-equilibrium geometry, from the OMol25 dataset.

Output
E_LUMO (spin up / spin down)   0.9 / -0.4 eV
M   133.642 g mol⁻¹
2S+1   2
⟨S²⟩   0.7546
Orbital gap (spin up / spin down)   9.11 / 9.66 eV
HOMO level (spin up / spin down)   -8.2 / -10.0 eV
Energy relative to the best compared isomer or geometry (same formula, charge and spin)   2.264 eV

```
22
C7H14Cl ωB97M-V with the def2-TZVPD basis set
Cl -2.09 2.37 1.00
H -2.39 1.39 0.32
C -2.16 -0.64 -0.54
H -2.62 -1.06 0.35
H -2.70 -0.32 -1.44
C -0.73 -0.21 -0.50
C 0.57 -1.15 -0.54
C 1.23 -0.13 0.40
C -0.16 0.11 0.96
C 2.35 -0.45 1.39
C -0.40 0.77 -1.62
H 0.39 -2.21 -0.26
H 1.08 -1.12 -1.49
H 1.44 0.80 -0.18
H -0.34 1.14 1.39
H -0.53 -0.67 1.66
H 2.32 -1.38 2.00
H 3.26 -0.57 0.79
H 2.42 0.42 2.06
H 0.69 0.84 -1.73
H -0.79 0.34 -2.51
H -0.83 1.74 -1.51
```

Look up the 2S+1 of the fifth one. 1

Which value of energy relative to the best compared isomer or geometry (same formula, charge and spin) does entry 3 give? 2.882 eV

Repeat the fifth record exactly.
The following is a quantum chemistry calculation of one molecule with the formula C7H14 in a non-equilibrium geometry, from the OMol25 dataset.

Output
E_LUMO   1.1 eV
M   98.189 g mol⁻¹
2S+1   1
SMILES string   C=C(CC)CCC
Orbital gap   10.31 eV
HOMO level   -9.2 eV
Energy relative to the best compared isomer or geometry (same formula, charge and spin)   1.001 eV

```
21
C7H14 ωB97M-V with the def2-TZVPD basis set
C -0.36 -1.54 1.51
C 0.06 -0.47 0.85
C 0.72 0.68 1.55
C 1.97 1.24 0.87
C 0.15 -0.51 -0.67
C -0.89 0.44 -1.30
C -1.71 -0.09 -2.46
H -0.73 -2.44 1.03
H -0.42 -1.45 2.59
H -0.02 1.44 1.83
H 1.04 0.27 2.51
H 2.43 1.97 1.52
H 1.71 1.80 -0.03
H 2.66 0.43 0.65
H 1.16 -0.26 -0.97
H -0.10 -1.53 -0.96
H -1.58 0.74 -0.51
H -0.41 1.37 -1.64
H -1.22 -0.14 -3.43
H -2.11 -1.10 -2.33
H -2.56 0.57 -2.64
```

The lowest energy relative to the best compared isomer or geometry (same formula, charge and spin) belongs to which entry? number 1